[1]
Density functional theory data (ωB97M-V/def2-TZVPD) for a structure of composition C25H36N5S5Sb2Ti.

- HOMO-LUMO gap (alpha / beta): 5.50 / 5.80 eV
- Net charge: -1
- Spin multiplicity: 3
- HOMO level (alpha / beta): -3.22 / -3.80 eV
- Expectation value of S²: 2.0162
- Energy above the lowest of the compared OMol25 structures with the same formula, charge and spin: 1.422 eV

Geometry as XYZ:
```
74
Properties=species:S:1:pos:R:3:forces:R:3
Ti 0.058913 0.214929 0.883633 -0.6 0.1 0.9
N 2.989800 -2.434917 0.787488 -0.1 0.4 0.5
C 2.821106 -3.489996 -0.082944 -0.1 -0.4 -0.5
C 3.283471 -4.763691 0.242992 0.0 0.1 0.1
C 3.235273 -5.788133 -0.681919 0.0 -0.1 -0.1
C 2.721372 -5.568373 -1.951235 0.0 -0.1 0.0
C 2.219177 -4.320560 -2.277960 0.1 0.0 0.1
C 2.255656 -3.292239 -1.355307 0.0 0.4 0.4
S 1.657837 -1.682705 -1.756497 0.3 0.0 0.0
N 1.302827 -1.069847 -0.207467 0.3 -0.6 -0.2
C 2.259360 -1.253803 0.720687 0.9 0.0 -0.3
C 2.590926 -0.142147 1.532431 0.6 0.0 -0.5
C 3.533895 -0.115968 2.587561 -0.1 0.2 0.2
C 3.883791 1.092145 3.142289 -0.1 -0.5 -0.3
C 3.337491 2.273419 2.623452 -0.2 0.1 -0.3
C 2.373100 2.174357 1.637563 0.4 0.4 0.3
N 1.958709 1.014686 1.128347 1.2 0.0 0.4
H 3.409698 -2.650894 1.680068 0.0 0.0 -0.2
H 3.693976 -4.942724 1.229188 0.0 0.0 0.1
H 3.603963 -6.768414 -0.413043 0.0 0.0 0.0
H 2.700597 -6.370170 -2.672229 0.0 -0.1 -0.1
H 1.809505 -4.125700 -3.256605 -0.1 0.0 -0.2
H 3.955203 -1.037774 2.958627 0.1 -0.1 0.1
H 4.600318 1.137705 3.950034 0.0 -0.1 0.1
H 3.632484 3.239587 3.003518 0.0 0.0 0.0
H 1.898650 3.061317 1.229545 0.0 -0.2 0.2
S -2.610087 0.927388 4.713872 0.1 -0.2 0.0
Sb -0.424318 0.987290 4.090701 0.0 0.3 0.6
S -1.599836 -1.252226 1.712686 -0.8 -0.5 -0.3
S -0.610509 2.240547 2.052568 0.0 0.2 0.4
S 0.104327 -1.330616 2.805949 -0.1 0.1 0.9
C -3.344602 1.405726 0.617910 -0.2 0.0 0.1
C -2.373665 1.448678 -0.500184 -0.2 0.1 0.0
N -1.141842 0.957112 -0.536067 -1.4 0.6 -1.4
C -0.634654 1.234077 -1.779148 -0.1 0.2 -0.5
C -1.567447 1.904258 -2.507036 0.6 0.0 -0.2
N -2.656302 2.036104 -1.690765 0.0 -0.2 0.4
H -3.264405 0.458548 1.155446 0.0 0.2 0.0
H -4.361451 1.529994 0.249981 -0.1 0.0 -0.2
H -3.133512 2.181911 1.356602 0.1 -0.1 -0.1
H 0.354530 0.915163 -2.068171 -0.1 0.0 0.0
H -1.550121 2.267366 -3.514073 0.0 0.1 -0.1
H -3.514962 2.510534 -1.910123 0.0 -0.1 0.1
C -2.411765 -3.594175 -4.447912 0.1 -0.1 0.1
C -1.236523 -2.951716 -3.742590 -0.1 0.3 0.5
C -0.742969 -1.746569 -4.526846 0.1 -0.1 0.1
Sb -1.583001 -2.335995 -1.596303 -0.5 -1.1 -0.5
C -3.807878 -2.574555 -1.586481 0.5 -0.1 0.0
C -4.406022 -1.341597 -2.240699 0.1 -0.2 -0.1
C -4.336808 -2.718516 -0.170883 0.2 -0.1 0.0
C -1.022097 -4.381109 -0.861947 -0.1 0.5 0.0
C -2.052357 -5.468089 -1.120302 0.2 0.2 -0.2
C -0.655395 -4.321379 0.609447 0.2 0.1 0.0
H -2.119521 -3.925650 -5.446952 0.0 0.0 -0.2
H -3.230252 -2.887282 -4.559328 -0.2 0.1 0.0
H -2.778164 -4.457889 -3.902201 -0.2 -0.1 0.0
H -0.428773 -3.684853 -3.685128 0.1 0.0 0.1
H -1.521853 -0.986284 -4.588965 -0.1 0.1 0.0
H -0.467160 -2.029500 -5.546153 0.0 0.0 -0.2
H 0.130539 -1.306759 -4.046932 0.0 0.1 -0.1
H -4.071949 -3.457996 -2.168824 0.1 -0.1 0.0
H -4.139391 -0.457129 -1.667416 0.0 0.2 0.0
H -5.494625 -1.408338 -2.275085 -0.2 0.0 0.0
H -4.038830 -1.213328 -3.257211 0.0 0.1 -0.2
H -4.070055 -1.851342 0.430479 0.0 0.1 0.1
H -3.918540 -3.592512 0.322302 0.0 -0.1 0.2
H -5.425663 -2.814284 -0.168409 -0.1 0.0 0.0
H -0.121261 -4.624902 -1.434230 -0.1 0.2 0.0
H -2.970768 -5.284051 -0.574088 -0.2 0.0 0.1
H -1.659063 -6.432724 -0.794367 0.0 -0.2 0.1
H -2.280248 -5.540346 -2.180258 -0.1 -0.1 -0.1
H -1.530132 -4.118979 1.224789 0.0 0.0 0.1
H 0.068814 -3.526344 0.797130 -0.1 0.0 0.1
H -0.210816 -5.263688 0.940945 0.0 -0.2 0.0
```
Forces are in eV/Å.

Results of the Löwdin charge analysis, in e, for atoms 1 through 5: Ti 0.131; N 0.132; C -0.258; C -0.031; C -0.102

***

[2]
Density functional theory data (ωB97M-V/def2-TZVPD) for a cluster of 2 separate species, C2H8N2O in total.

- HOMO-LUMO gap: 7.51 eV
- HOMO level: -6.56 eV
- SMILES string: N/C=C/N.O
- Energy above the lowest of the compared OMol25 structures with the same formula, charge and spin: 3.077 eV

Geometry as XYZ:
```
13
Properties=species:S:1:pos:R:3:forces:R:3
N 0.246950 -0.228128 2.491883 -5.2 -1.9 -1.7
C 0.213729 -0.644591 1.204745 0.2 0.2 -0.9
C -0.844678 -1.176688 0.568321 -0.1 -0.7 1.1
N -0.718617 -1.750378 -0.756190 -0.1 0.2 2.1
H 0.969230 0.079760 2.926526 5.8 2.3 2.8
H -0.581894 -0.143851 2.989465 -1.5 0.0 0.9
H 1.194684 -0.377560 0.810047 -0.3 -0.7 -1.0
H -1.817268 -1.411553 1.240221 2.3 0.5 -2.1
H -0.085771 -1.301234 -1.397754 -0.5 0.1 -0.1
H -1.608750 -2.061291 -1.046488 -0.5 -0.1 -1.1
O 0.951835 2.679413 -2.761772 1.1 -2.0 3.6
H 0.587676 2.906764 -3.536076 -3.0 0.3 -4.8
H 1.492874 3.429338 -2.732929 2.0 1.7 1.2
```
Forces are in eV/Å.

Results of the Löwdin charge analysis, in e, for atoms 1 through 5: N 0.052; C -0.255; C -0.216; N -0.008; H -0.001

***

[3]
Density functional theory data (ωB97M-V/def2-TZVPD) for a cluster of 2 separate species, C4H7N2O in total.

- HOMO-LUMO gap (alpha / beta): 7.78 / 8.54 eV
- Net charge: +1
- HOMO level (alpha / beta): -15.23 / -15.21 eV
- Energy above the lowest of the compared OMol25 structures with the same formula, charge and spin: 6.770 eV

Geometry as XYZ:
```
14
Properties=species:S:1:pos:R:3:forces:R:3
C -0.310511 -0.894111 0.355618 2.8 -1.0 -1.3
C 0.764852 -1.797733 -0.321964 -0.6 -0.6 1.3
C -1.230225 1.475618 0.339109 -1.3 1.7 0.6
C -0.085647 0.655194 0.050120 2.0 -1.9 3.3
N 1.370381 1.546583 -1.696232 -0.3 -0.4 0.9
N 0.777179 1.124638 -0.856035 1.0 0.5 -2.1
O -1.203048 -1.172898 1.058432 -1.0 0.0 0.5
H 1.566757 -2.195617 0.366831 -0.9 0.9 -0.3
H 1.188885 -1.116271 -1.041590 0.5 -0.7 -0.7
H 0.338158 -2.758153 -0.703380 0.0 1.2 -0.2
H -1.917001 0.851274 -0.302776 -0.5 1.3 0.5
H -1.600353 1.325398 1.431670 0.7 0.5 -2.0
H -1.065206 2.579845 -0.012822 -0.8 -2.1 0.9
H 1.405777 0.376234 1.333020 -1.7 0.6 -1.3
```
Forces are in eV/Å.

Results of the Löwdin charge analysis, in e, for atoms 1 through 5: C -0.422; C 0.014; C -0.014; C -0.288; N 0.424

***

[4]
Density functional theory data (ωB97M-V/def2-TZVPD) for a cluster of 2 separate species, C5H10N2O in total.

- HOMO-LUMO gap: 2.54 eV
- HOMO level: -5.79 eV
- Energy above the lowest of the compared OMol25 structures with the same formula, charge and spin: 7.295 eV

Geometry as XYZ:
```
18
Properties=species:S:1:pos:R:3:forces:R:3
O 1.530845 0.332444 0.034595 1.1 0.0 -0.1
C 2.702146 0.845087 0.283977 -2.3 0.0 0.3
C 3.960947 0.331624 0.163051 -0.9 -3.0 -2.0
C -4.734631 0.073778 0.070270 2.8 0.9 1.7
C -3.385298 -0.008882 -0.278084 -2.9 0.9 -1.2
C -2.246862 -0.250470 0.444385 1.6 -0.6 1.3
N -1.121697 -0.263974 -0.332948 -0.5 -0.2 -0.3
N 4.357188 -1.022498 -0.394143 -1.7 2.9 3.9
H 2.647665 1.843462 0.782883 0.4 -0.4 -0.1
H 4.607197 0.851700 0.772204 2.2 0.8 0.7
H -5.460048 0.007847 -0.697746 -0.7 0.2 -0.4
H -4.974208 0.390190 1.118445 -0.2 -1.0 -1.0
H -3.110464 0.123736 -1.340014 -0.5 -0.6 0.5
H -2.069893 -0.435182 1.530318 -1.0 -0.2 -0.7
H -0.709078 0.656734 -0.194267 1.4 0.2 -0.7
H -0.464296 -1.015452 -0.188602 0.7 0.5 0.8
H 3.538544 -1.522388 -0.620483 -1.0 -0.5 -0.4
H 4.931944 -0.937764 -1.153847 1.7 0.3 -2.2
```
Forces are in eV/Å.

Results of the Löwdin charge analysis, in e, for atoms 1 through 5: O -0.167; C -0.378; C -0.139; C 0.118; C -0.162

***

[5]
Density functional theory data (ωB97M-V/def2-TZVPD) for a structure of composition C5H11N3O.

- HOMO-LUMO gap: 7.69 eV
- HOMO level: -8.40 eV
- Energy above the lowest of the compared OMol25 structures with the same formula, charge and spin: 6.803 eV

Geometry as XYZ:
```
20
Properties=species:S:1:pos:R:3:forces:R:3
C 1.902214 0.241629 0.478379 -0.1 0.2 0.1
C 0.481306 -1.512284 -0.725699 0.0 -0.1 -0.2
C 0.600505 -0.119639 -0.181844 -2.5 -0.3 1.7
O 0.472372 2.153359 -0.780705 -0.3 -0.1 -0.1
N -0.012605 0.832560 -1.038478 -0.3 0.7 -2.2
H 0.510247 2.533222 -1.670712 0.1 -0.1 0.3
H 0.955898 -2.232726 -0.057541 -0.1 0.1 0.0
H 2.190278 -0.539528 1.184700 -0.1 0.1 -0.1
H 2.690298 0.323206 -0.279274 -0.2 0.0 0.0
H 1.847833 1.203005 0.990634 0.0 -0.1 0.0
H -0.572960 -1.774920 -0.886327 0.3 0.1 0.1
H 0.960754 -1.567396 -1.708710 0.0 0.1 0.1
C -1.432684 0.718523 -0.621024 -0.2 0.4 -2.6
C -0.744359 -0.001012 1.186888 2.4 -1.1 1.0
N -2.228091 -0.115749 -1.217164 2.5 -0.7 1.3
N -1.324274 -1.027813 1.673863 0.6 0.3 -0.4
H -2.669550 -0.742068 -0.544182 -1.4 0.7 -0.3
H -1.429543 -0.957622 2.689527 -0.5 0.2 -0.2
H -1.736612 1.730065 -0.315095 0.1 -0.4 1.5
H -0.461027 0.855188 1.822764 -0.2 0.0 -0.1
```
Forces are in eV/Å.

Results of the Löwdin charge analysis, in e, for atoms 1 through 5: C -0.032; C -0.045; C -0.417; O -0.044; N -0.136

***

[6]
Density functional theory data (ωB97M-V/def2-TZVPD) for the molecule C6H5N3O.

- HOMO-LUMO gap (alpha / beta): 6.58 / 6.42 eV
- Spin multiplicity: 3
- HOMO level (alpha / beta): -6.23 / -9.85 eV
- Expectation value of S²: 2.0327

Geometry as XYZ:
```
15
Properties=species:S:1:pos:R:3:forces:R:3
C 4.219590 -0.441490 0.019541 -2.0 -0.3 -0.3
C 1.053768 -1.803501 0.086220 0.5 -2.7 0.8
C 2.833846 -0.731760 0.041139 3.7 -0.7 0.6
C 1.797160 0.237176 -0.049823 -0.5 4.2 -0.6
C 2.006881 1.728269 -0.176010 -5.1 -2.2 -2.0
C -0.620669 0.097393 -0.048832 -2.7 -1.4 2.4
N 5.301016 -0.129109 -0.180408 1.6 0.3 0.0
N 2.352695 -1.951140 0.165499 -0.2 -1.5 0.1
N 0.663322 -0.541273 -0.076073 -1.2 3.0 -1.0
O 2.969713 2.312399 0.192029 3.0 1.0 1.1
H 0.384765 -2.621261 0.293546 -0.3 0.0 -0.3
H 1.150710 2.321187 -0.743069 1.0 -1.2 1.0
H -1.370401 -0.440464 0.765275 1.9 1.0 -2.1
H -0.402719 1.045777 0.440744 -0.5 0.4 -0.5
H -1.191950 0.159630 -1.008488 0.9 0.1 0.7
```
Forces are in eV/Å.

Results of the Löwdin charge analysis, in e, for atoms 1 through 5: C -0.139; C -0.101; C -0.241; C -0.074; C -0.298

***

[7]
Density functional theory data (ωB97M-V/def2-TZVPD) for a structure of composition C23H61N11Na2O13Pb.

- HOMO-LUMO gap: 4.61 eV
- Net charge: +2
- HOMO level: -11.65 eV

Geometry as XYZ:
```
111
Properties=species:S:1:pos:R:3:forces:R:3
Na -1.864858 -1.921194 2.763551 0.6 -0.7 -0.3
Na -4.478638 -2.046830 0.119251 0.6 -0.1 -0.7
Pb -3.350903 1.618201 1.247988 0.2 0.0 -0.9
C -1.881338 -0.780191 0.141825 -2.1 0.9 1.7
O -2.811152 -0.246049 -0.529067 -2.3 1.3 -2.2
O -1.381962 -0.014104 1.027369 1.5 0.6 1.6
O -1.822235 -2.018114 0.173898 0.7 -2.4 0.7
C 6.793133 -3.407360 7.644693 1.2 1.2 0.1
O 6.363202 -3.025379 6.345007 0.2 -0.5 0.5
C 5.283659 -3.803478 5.916519 -0.6 0.0 -0.5
C 4.943022 -3.388183 4.482258 -0.1 -0.5 1.0
N 3.652282 -3.954097 4.037042 1.3 0.6 -0.8
C 3.600072 -3.701201 2.595968 -2.4 -0.8 -0.7
C 2.168168 -4.168790 2.138757 1.6 0.9 0.7
O 1.981406 -3.993632 0.769348 -0.5 0.1 -0.9
C 1.616617 -2.676866 0.358509 -0.1 -0.4 0.3
H 6.011220 -3.270872 8.392894 -0.2 -0.5 -0.1
H 7.587386 -2.710483 7.923318 -0.2 0.3 -0.1
H 7.344150 -4.347770 7.710566 -0.8 -0.5 -0.3
H 4.412950 -3.646791 6.567560 -0.1 0.2 0.1
H 5.479816 -4.879306 5.963436 0.3 0.0 -0.1
H 5.712977 -3.775884 3.816547 0.1 0.1 0.0
H 4.951242 -2.294779 4.440123 0.1 0.1 -0.1
H 2.905793 -3.386016 4.423374 0.0 -0.1 0.3
H 4.259715 -4.288468 1.958133 0.5 -0.1 0.6
H 3.712422 -2.645046 2.329571 0.2 0.1 0.1
H 1.483560 -3.584483 2.771246 -0.6 0.0 -0.3
H 2.075226 -5.223222 2.394744 -0.1 0.0 -0.2
H 2.367412 -1.941677 0.647869 -0.1 0.1 0.1
H 0.626448 -2.442676 0.762381 0.1 0.3 0.3
H 1.494098 -2.619187 -0.722460 0.3 -0.4 -0.1
C 0.345576 0.484376 -2.057078 1.6 -0.7 -1.1
O 1.003680 0.651307 -3.308137 0.5 0.2 -0.4
C 0.417569 -0.015207 -4.423327 -0.8 -0.2 0.3
C 1.156796 0.119681 -5.743318 0.1 1.7 0.6
N 0.868415 1.459308 -6.304531 -0.1 -0.7 0.6
C 1.881825 1.903825 -7.215269 0.0 0.9 -1.0
C 1.780089 3.404308 -7.441401 0.2 0.7 -1.0
O 2.063532 4.240290 -6.333436 0.2 -0.3 0.7
C 3.416756 4.144034 -5.902312 0.2 0.3 -0.3
H 0.078905 -0.572704 -1.945496 -0.7 0.0 0.0
H -0.483224 1.184457 -1.952473 -0.2 -0.2 0.3
H 1.176394 0.607098 -1.360367 -0.4 0.6 0.5
H -0.570193 0.439155 -4.561341 -0.2 -0.2 -0.2
H 0.271187 -1.072640 -4.183326 0.0 -0.1 0.1
H 0.812662 -0.644645 -6.438722 0.1 -0.1 0.1
H 2.240635 0.089540 -5.597878 0.1 -0.7 0.2
H 0.749421 2.119103 -5.545349 0.3 0.1 0.0
H 1.720702 1.415403 -8.180980 0.0 0.1 -0.1
H 2.936641 1.697290 -6.993647 -0.1 -0.4 0.6
H 0.795390 3.685264 -7.818757 -0.2 -0.1 0.4
H 2.449284 3.727546 -8.247318 0.2 -0.4 -0.1
H 3.583785 4.785166 -5.038370 -0.5 -0.2 0.2
H 4.126377 4.543596 -6.634332 -0.2 -0.1 -0.4
H 3.710631 3.115116 -5.695721 0.0 0.0 0.3
C -6.118319 3.377261 2.530764 -1.0 -1.2 -1.0
O -4.728393 3.498019 2.269188 0.6 0.7 1.1
C -3.985202 4.034781 3.382079 0.8 0.4 0.1
C -2.554033 4.339053 2.913472 -0.9 0.2 0.8
N -1.865834 3.071196 2.584154 -0.9 0.7 -1.3
C -0.562082 3.184326 1.872678 -0.5 -1.0 1.4
C -0.675494 3.626354 0.428575 0.7 0.8 0.6
O -1.912214 3.249491 -0.177235 0.7 -0.2 0.7
C -1.869378 3.678566 -1.535056 -0.7 -0.5 -0.7
H -6.584352 3.133389 1.574608 0.1 0.4 -0.2
H -6.625866 4.251237 2.934576 0.5 0.2 0.2
H -6.350719 2.477673 3.108394 0.3 0.3 0.6
H -3.925008 3.376891 4.255475 -0.4 -0.5 -0.2
H -4.437756 4.957804 3.746697 -0.2 0.0 -0.2
H -2.000106 4.840210 3.711354 -0.1 0.0 0.2
H -2.683189 5.108832 2.152085 0.6 -0.6 -0.8
H -1.725333 2.585442 3.462808 0.2 0.0 0.0
H -0.181895 2.168647 1.977100 0.4 0.1 -0.4
H 0.042798 3.810770 2.530411 0.5 0.3 -0.7
H 0.188262 3.246296 -0.122182 -0.1 -0.4 -0.1
H -0.555677 4.712714 0.381745 -0.4 0.1 -0.1
H -1.712191 4.754616 -1.615898 -0.3 0.0 0.2
H -2.822984 3.355633 -1.949306 0.0 0.4 -0.2
H -1.079742 3.193814 -2.111851 0.1 -0.1 0.3
C 2.351260 0.558043 2.088971 0.9 1.9 -0.7
O 2.618996 1.258634 1.118180 -0.3 -0.6 0.1
N 1.128739 0.003543 2.277709 -0.6 -0.2 0.2
N 3.201651 0.369510 3.128515 -0.7 -0.7 0.0
H 0.399964 0.158280 1.598585 0.0 -0.3 0.0
H 0.929837 -0.470473 3.139608 -0.1 -0.1 -0.1
H 4.078578 0.856458 3.177485 -0.1 0.0 0.1
H 2.711703 -0.028456 3.907793 1.1 0.1 0.7
C -1.214236 -5.205749 2.177237 -0.6 -1.0 -0.7
O -1.774985 -4.630576 3.122597 0.2 1.6 -0.5
N -0.681504 -6.423936 2.311045 0.4 -0.4 0.9
N -1.215310 -4.832438 0.865330 -0.8 1.0 0.9
H -0.190303 -6.796874 1.522151 0.3 -0.5 0.3
H -0.506666 -6.747037 3.249697 0.1 -0.2 -0.2
H -0.673533 -5.365653 0.214242 0.2 0.4 -0.3
H -1.515521 -3.889287 0.676335 0.4 -0.1 -0.5
C -5.180946 2.267710 -1.634476 0.3 -0.6 -1.8
O -4.984068 2.496555 -0.426510 0.0 0.2 0.0
N -5.716760 3.117092 -2.520960 -0.5 1.6 0.9
N -4.830789 1.105086 -2.224325 0.5 -1.0 0.9
H -5.966826 4.044558 -2.213636 -0.1 -0.1 0.0
H -5.824197 2.940214 -3.503445 0.1 -0.3 0.0
H -4.904361 0.930322 -3.210508 -0.1 0.2 0.0
H -4.193834 0.511714 -1.710911 0.0 0.0 -0.1
C -2.293539 -2.319240 -3.640807 -1.4 -1.6 -1.0
O -2.401742 -2.855673 -4.735368 0.5 0.5 0.4
N -1.994591 -3.051262 -2.518231 0.1 -0.5 -0.7
N -2.706476 -1.072801 -3.383895 -0.4 2.2 0.9
H -1.850928 -2.683969 -1.593445 0.1 -0.1 0.0
H -2.022797 -4.026913 -2.768589 0.5 -0.1 0.6
H -3.161402 -0.465112 -4.038963 0.5 -0.5 -0.7
H -2.658429 -0.712006 -2.445399 0.2 -0.1 0.1
```
Forces are in eV/Å.

Results of the Löwdin charge analysis, in e, for atoms 1 through 5: Na 0.651; Na 0.773; Pb 1.694; C -0.989; O -0.228

***

| no. | F_max (eV/Å) |
| --- | --- |
| 1 | 2.1 |
| 2 | 6.8 |
| 3 | 4.3 |
| 4 | 5.2 |
| 5 | 3.1 |
| 6 | 5.9 |
| 7 | 3.4 |